Entry one
{
  "formula": "C7H17N2",
  "method": "ωB97M-V/def2-TZVPD",
  "total_charge": 1,
  "spin_multiplicity": 1,
  "gap_ev": 8.447,
  "lumo_energy_ev": -3.6,
  "species": ["C", "C", "C", "C", "C", "C", "C", "N", "N", "H", "H", "H", "H", "H", "H", "H", "H", "H", "H", "H", "H", "H", "H", "H", "H", "H"],
  "positions_angstrom": [[0.308, -0.206, -0.561], [0.987, -0.762, 1.933], [-0.283, -1.543, -0.797], [1.545, 0.398, 2.566], [-2.464, 1.041, -1.970], [-0.421, 1.007, -0.251], [-1.131, 1.601, -1.540], [1.093, -1.962, 2.429], [1.519, -0.016, -1.112], [-0.478, -1.697, -1.854], [-1.310, -1.541, -0.260], [0.257, -2.385, -0.399], [2.486, 0.146, 3.087], [0.934, 0.630, 3.448], [1.487, 1.175, 1.813], [-2.360, -0.033, -1.967], [-2.823, 1.336, -2.974], [-3.121, 1.229, -1.153], [-1.231, 0.665, 0.354], [0.297, 1.688, 0.167], [-1.123, 2.739, -1.412], [-0.496, 1.374, -2.347], [1.212, -2.189, 3.371], [0.960, -2.724, 1.836], [1.993, -0.749, -1.599], [2.163, 0.777, -0.807]],
  "nbo_charge": [0.5574, 0.2059, -0.7191, -0.7664, -0.6107, -0.5147, -0.3664, -0.7082, -0.7435, 0.2594, 0.2516, 0.2475, 0.2566, 0.2680, 0.2238, 0.1928, 0.2463, 0.2125, 0.2416, 0.2336, 0.2303, 0.1992, 0.3803, 0.3901, 0.4108, 0.4215]
}



Entry two
{
  "formula": "C7H17N2",
  "method": "ωB97M-V/def2-TZVPD",
  "total_charge": 1,
  "spin_multiplicity": 1,
  "gap_ev": 9.487,
  "lumo_energy_ev": -4.0,
  "species": ["C", "C", "C", "C", "C", "C", "C", "N", "N", "H", "H", "H", "H", "H", "H", "H", "H", "H", "H", "H", "H", "H", "H", "H", "H", "H"],
  "positions_angstrom": [[0.244, -0.066, 2.398], [0.803, 1.927, -1.573], [0.969, -0.664, -1.650], [2.188, 0.686, 0.120], [-1.655, 0.217, -0.398], [0.897, 0.604, -0.799], [-0.348, 0.362, 0.111], [-0.141, 0.077, 1.274], [-2.682, -2.222, 1.606], [0.234, 0.720, 3.021], [0.729, -0.929, 2.864], [-0.235, 2.226, -1.881], [1.310, 1.768, -2.550], [1.245, 2.774, -0.923], [-0.020, -0.766, -2.123], [1.905, -0.527, -2.345], [1.100, -1.437, -0.937], [3.113, 0.527, -0.485], [2.283, 1.735, 0.493], [2.170, -0.066, 0.985], [-1.721, -0.556, -1.172], [-2.376, 0.006, 0.457], [-2.010, 1.177, -0.839], [-3.519, -2.458, 1.061], [-2.566, -2.961, 2.296], [-1.916, -2.153, 0.987]],
  "nbo_charge": [0.0814, -0.6256, -0.5965, -0.6215, -0.7154, -0.0712, 0.4436, -0.2397, -1.0912, 0.2101, 0.2331, 0.2267, 0.2453, 0.2342, 0.2151, 0.2542, 0.2113, 0.2499, 0.2261, 0.2013, 0.2709, 0.2787, 0.2811, 0.3777, 0.3801, 0.3402]
}



Entry three
{
  "formula": "C7H17N2",
  "method": "ωB97M-V/def2-TZVPD",
  "total_charge": 1,
  "spin_multiplicity": 1,
  "gap_ev": 9.837,
  "lumo_energy_ev": -2.7,
  "species": ["C", "C", "C", "C", "C", "C", "C", "N", "N", "H", "H", "H", "H", "H", "H", "H", "H", "H", "H", "H", "H", "H", "H", "H", "H", "H"],
  "positions_angstrom": [[2.997, 0.349, 0.902], [2.230, 1.430, 0.717], [0.095, 2.682, 1.101], [-2.302, -0.311, -0.151], [-0.237, -1.843, 0.354], [-1.059, -1.520, -1.926], [0.853, 1.630, 1.338], [-0.256, 0.273, -0.858], [-0.997, -0.876, -0.558], [3.812, 0.241, 0.321], [2.914, -0.509, 1.653], [2.671, 2.153, -0.046], [-0.891, 2.644, 1.462], [0.282, 0.532, -0.037], [0.623, 3.574, 0.666], [-3.044, -1.145, -0.038], [-2.144, 0.261, 0.647], [-2.838, 0.242, -0.889], [-1.016, -2.492, 0.731], [0.567, -2.324, -0.093], [0.323, -1.191, 1.207], [-1.171, -0.728, -2.532], [-0.187, -1.928, -2.283], [-1.874, -2.357, -2.056], [0.429, 0.946, 2.090], [0.220, 0.267, -1.722]],
  "nbo_charge": [-0.3594, -0.2496, -0.3158, -0.3844, -0.4005, -0.4004, -0.3235, -0.6890, -0.0576, 0.1978, 0.2006, 0.2350, 0.2053, 0.4159, 0.2225, 0.2208, 0.2206, 0.2527, 0.2358, 0.2387, 0.2378, 0.2143, 0.2316, 0.2468, 0.2171, 0.3868]
}



entry two ends up most stable, edging out the next structure by 9.7 kcal/mol.



Entry one
{
  "formula": "C2H4N3",
  "method": "ωB97M-V/def2-TZVPD",
  "total_charge": 1,
  "smiles": "[NH+]#CN1CN1",
  "spin_multiplicity": 1,
  "gap_ev": [9.207, 9.207],
  "lumo_energy_ev": [-6.8, -6.8],
  "species": ["N", "C", "N", "C", "N", "H", "H", "H", "H"],
  "positions_angstrom": [[-0.958, 0.878, 2.401], [-0.512, 0.675, 1.316], [-0.250, -0.631, 0.196], [0.682, -0.179, -0.822], [-0.722, -0.473, -1.045], [-1.105, 0.874, 3.380], [1.485, -0.815, -1.245], [0.963, 0.835, -0.575], [-1.427, 0.216, -1.203]],
  "nbo_charge": [-0.4956, 0.5396, -0.0226, -0.0980, -0.2993, 0.4880, 0.2577, 0.2126, 0.4176]
}



Entry two
{
  "formula": "C2H4N3",
  "method": "ωB97M-V/def2-TZVPD",
  "total_charge": 1,
  "spin_multiplicity": 1,
  "gap_ev": [9.975, 9.976],
  "lumo_energy_ev": [-7.5, -7.5],
  "species": ["C", "C", "N", "N", "N", "H", "H", "H", "H"],
  "positions_angstrom": [[-0.380, 0.287, -0.154], [-0.746, -0.256, 1.055], [-0.634, 0.689, -1.307], [0.518, 0.464, -1.918], [1.290, 0.222, -0.926], [-0.749, 0.448, 1.962], [0.079, -0.786, 1.436], [-1.554, -0.835, 1.008], [2.178, -0.232, -1.156]],
  "nbo_charge": [0.7294, -0.8012, -0.2605, 0.2037, -0.2888, 0.3583, 0.3314, 0.3065, 0.4212]
}



entry one ends up most stable, edging out the next structure by 15.7 kcal/mol.



Entry one
{
  "formula": "C4H8ClN",
  "method": "ωB97M-V/def2-TZVPD",
  "smiles": "C/N=C/Cl.C=C",
  "spin_multiplicity": 1,
  "gap_ev": 10.894,
  "lumo_energy_ev": 1.1,
  "species": ["C", "N", "C", "Cl", "H", "H", "H", "H", "C", "C", "H", "H", "H", "H"],
  "positions_angstrom": [[-1.849, -0.619, -0.559], [-1.167, 0.162, -1.489], [-0.067, -0.217, -1.955], [0.876, 0.809, -2.978], [-2.829, -0.614, -0.958], [-1.257, -1.611, -0.614], [-1.963, -0.163, 0.494], [0.412, -1.145, -1.928], [1.789, 0.439, 0.457], [1.098, 1.371, 1.090], [1.890, -0.582, 0.697], [2.402, 0.729, -0.414], [1.095, 2.534, 0.912], [0.305, 1.092, 1.768]],
  "nbo_charge": [-0.4278, -0.4040, 0.0913, -0.0219, 0.2149, 0.1646, 0.2179, 0.1667, -0.4081, -0.3760, 0.1958, 0.1955, 0.2067, 0.1844]
}



Entry two
{
  "formula": "C4H8ClN",
  "method": "ωB97M-V/def2-TZVPD",
  "smiles": "C[C@@]1(CCl)CN1",
  "spin_multiplicity": 1,
  "gap_ev": 10.286,
  "lumo_energy_ev": 0.9,
  "species": ["C", "C", "C", "Cl", "C", "N", "H", "H", "H", "H", "H", "H", "H", "H"],
  "positions_angstrom": [[-0.503, -1.132, -0.497], [0.156, 0.119, -0.052], [0.440, 1.005, -1.115], [1.361, 2.467, -0.602], [-0.347, 0.443, 1.380], [1.071, -0.141, 1.063], [-1.434, -1.095, -1.085], [0.130, -1.965, -0.837], [-1.045, -1.446, 0.505], [-0.476, 1.108, -1.628], [0.981, 0.289, -1.796], [-0.347, 1.561, 1.571], [-1.092, -0.097, 1.912], [1.102, -1.115, 1.183]],
  "nbo_charge": [-0.6362, 0.0271, -0.3669, -0.0385, -0.2745, -0.5710, 0.2260, 0.2149, 0.2164, 0.2234, 0.2190, 0.2116, 0.2014, 0.3473]
}



Entry three
{
  "formula": "C4H8ClN",
  "method": "ωB97M-V/def2-TZVPD",
  "smiles": "C[C@H]1NC[C@H]1Cl",
  "spin_multiplicity": 1,
  "gap_ev": 10.270,
  "lumo_energy_ev": 1.0,
  "species": ["C", "C", "N", "C", "C", "Cl", "H", "H", "H", "H", "H", "H", "H", "H"],
  "positions_angstrom": [[0.221, -1.655, 0.193], [-0.637, -0.351, 0.318], [-0.037, 0.696, 1.125], [0.563, 1.416, 0.010], [-0.562, 0.745, -0.877], [-0.209, 0.159, -2.507], [0.470, -2.014, 1.161], [1.068, -1.461, -0.463], [-0.433, -2.406, -0.242], [-1.645, -0.627, 0.578], [0.694, 0.413, 1.768], [1.557, 1.207, -0.210], [0.426, 2.533, 0.005], [-1.475, 1.346, -0.858]],
  "nbo_charge": [-0.6395, -0.0310, -0.6217, -0.2250, -0.2077, -0.0494, 0.2118, 0.2160, 0.2172, 0.1819, 0.3566, 0.1849, 0.1841, 0.2218]
}



entry three ends up most stable, edging out the next structure by 27.5 kcal/mol.



Entry one
{
  "formula": "C4H8ClN",
  "method": "ωB97M-V/def2-TZVPD",
  "smiles": "CC1(C)N[C@H]1Cl",
  "spin_multiplicity": 1,
  "gap_ev": 10.478,
  "lumo_energy_ev": 1.0,
  "species": ["C", "C", "C", "N", "C", "Cl", "H", "H", "H", "H", "H", "H", "H", "H"],
  "positions_angstrom": [[-0.601, 0.181, 1.419], [-0.078, -0.058, 0.065], [-0.005, 1.201, -0.795], [-0.467, -1.383, -0.732], [0.846, -1.158, -0.232], [2.283, -0.947, -1.288], [-0.026, 0.645, 2.187], [-1.183, -0.721, 1.839], [-1.449, 0.935, 1.388], [0.371, 1.913, -0.112], [-1.001, 1.411, -1.181], [0.787, 1.119, -1.469], [-0.767, -1.284, -1.607], [1.290, -1.853, 0.520]],
  "nbo_charge": [-0.6426, 0.0820, -0.6252, -0.6071, -0.0456, -0.0924, 0.2320, 0.2360, 0.2141, 0.2145, 0.2196, 0.2298, 0.3699, 0.2152]
}



Entry two
{
  "formula": "C4H8ClN",
  "method": "ωB97M-V/def2-TZVPD",
  "spin_multiplicity": 1,
  "gap_ev": 10.092,
  "lumo_energy_ev": 0.9,
  "species": ["C", "C", "C", "C", "H", "H", "H", "H", "H", "H", "H", "H", "N", "Cl"],
  "positions_angstrom": [[-1.137, -1.173, 0.019], [-0.408, -0.017, 0.668], [-0.152, 1.058, -0.404], [1.155, -0.272, 0.319], [-1.329, -2.058, 0.564], [-0.648, -1.495, -0.802], [-2.138, -0.636, -0.312], [-0.763, 1.560, -1.140], [0.424, 2.159, 0.004], [1.582, 1.184, -1.387], [1.492, -1.296, 0.169], [1.680, 0.411, 0.922], [0.951, 0.333, -1.015], [-0.710, 0.241, 2.396]],
  "nbo_charge": [-0.6160, -0.0505, -0.2193, -0.2255, 0.2265, 0.2265, 0.2020, 0.2085, 0.1409, 0.3659, 0.2017, 0.1900, -0.6370, -0.0137]
}



entry one ends up most stable, edging out the next structure by 27.1 kcal/mol.



Entry one
{
  "formula": "C4H12N3O",
  "method": "ωB97M-V/def2-TZVPD",
  "total_charge": 1,
  "spin_multiplicity": 1,
  "gap_ev": 10.806,
  "lumo_energy_ev": -3.2,
  "species": ["C", "C", "C", "N", "H", "H", "H", "H", "H", "H", "H", "H", "N", "C", "N", "O", "H", "H", "H", "H"],
  "positions_angstrom": [[-0.673, -1.532, 1.387], [-1.117, -1.422, -0.030], [-2.296, -1.628, -0.566], [-0.024, -0.978, -0.946], [-1.518, -1.592, 2.068], [-0.056, -2.422, 1.530], [-0.075, -0.661, 1.666], [-2.448, -1.519, -1.629], [-3.131, -1.914, 0.050], [0.895, -1.359, -0.700], [0.040, 0.080, -0.968], [-0.256, -1.280, -1.898], [1.761, 2.191, 1.077], [1.782, 1.905, -0.265], [0.493, 1.855, -0.864], [2.774, 1.699, -0.904], [0.910, 2.039, 1.595], [2.606, 1.983, 1.586], [0.528, 2.155, -1.833], [-0.196, 2.399, -0.356]],
  "nbo_charge": [-0.6685, 0.1429, -0.3585, -0.7315, 0.2629, 0.2478, 0.2207, 0.2154, 0.2467, 0.4407, 0.4696, 0.4394, -0.8298, 0.7671, -0.9067, -0.5825, 0.3862, 0.4204, 0.4202, 0.3977]
}



Entry two
{
  "formula": "C4H12N3O",
  "method": "ωB97M-V/def2-TZVPD",
  "total_charge": 1,
  "spin_multiplicity": 1,
  "gap_ev": 6.801,
  "lumo_energy_ev": -5.8,
  "species": ["N", "C", "N", "N", "H", "H", "H", "H", "H", "H", "C", "C", "O", "C", "H", "H", "H", "H", "H", "H"],
  "positions_angstrom": [[-2.012, -0.968, -0.295], [-0.907, -0.733, -1.367], [0.460, -0.445, -1.433], [-1.488, -0.075, -2.407], [-2.331, -0.019, -0.496], [-2.478, -1.603, -0.955], [0.749, -0.918, -0.559], [0.757, -1.163, -2.117], [-0.738, 0.256, -3.013], [-2.177, -0.600, -2.945], [0.312, -0.591, 1.457], [1.253, 0.350, 1.613], [2.595, 0.024, 1.593], [0.888, 1.790, 1.807], [-0.660, -0.491, 1.913], [0.557, -1.511, 0.930], [2.916, 0.222, 0.702], [-0.192, 1.874, 1.937], [1.313, 2.236, 2.709], [1.183, 2.364, 0.926]],
  "nbo_charge": [-0.7221, 0.7054, -0.7389, -0.7243, 0.4001, 0.3765, 0.4254, 0.4143, 0.4118, 0.4236, -0.5352, 0.3517, -0.6840, -0.6786, 0.2370, 0.1657, 0.4770, 0.2235, 0.2450, 0.2260]
}



entry one ends up most stable, edging out the next structure by 107.2 kcal/mol.



Entry one
{
  "formula": "C2H3NOS",
  "method": "ωB97M-V/def2-TZVPD",
  "smiles": "C=NSC=O",
  "spin_multiplicity": 1,
  "gap_ev": 9.993,
  "lumo_energy_ev": 0.4,
  "species": ["C", "N", "S", "C", "O", "H", "H", "H"],
  "positions_angstrom": [[0.016, -1.315, 0.194], [-0.471, -0.185, -0.021], [0.805, 1.081, -0.382], [0.375, 2.673, -1.263], [1.117, 3.615, -1.388], [0.974, -1.657, -0.032], [-0.728, -1.995, 0.756], [-0.602, 2.401, -1.791]],
  "nbo_charge": [-0.0670, -0.4786, 0.2213, 0.3056, -0.4930, 0.1732, 0.1946, 0.1440]
}



Entry two
{
  "formula": "C2H3NOS",
  "method": "ωB97M-V/def2-TZVPD",
  "smiles": "NC(=O)C=S",
  "spin_multiplicity": 1,
  "gap_ev": 7.843,
  "lumo_energy_ev": -1.8,
  "species": ["N", "C", "O", "C", "S", "H", "H", "H"],
  "positions_angstrom": [[0.475, -0.248, 1.021], [0.701, -0.085, -0.361], [1.748, -0.098, -0.986], [-0.646, 0.247, -0.735], [-2.136, 0.150, -0.005], [-0.745, -0.422, 1.262], [1.281, -0.618, 1.511], [-0.678, 1.074, -1.708]],
  "nbo_charge": [-0.8386, 0.5297, -0.5516, -0.2991, 0.1297, 0.3947, 0.3980, 0.2372]
}



entry one ends up most stable, edging out the next structure by 1.2 kcal/mol.